No. 1
Below is a cluster of 5 separate species, C32H65Cl3I2N2O11PS4 in total, with properties calculated with the ωB97M-V functional and the def2-TZVPD basis.

ORCA input file:
```
! wB97M-V def2-TZVPD RIJCOSX def2/J DEFGRID3
* xyz 1 1
C 1.292 -4.013 -4.362
C 0.969 -4.685 -2.864
O 1.576 -3.771 -1.893
C 1.123 -3.952 -0.537
C 1.317 -2.885 0.653
Cl 2.165 -4.027 1.934
C 2.426 -1.651 0.460
C 3.665 -1.622 1.510
C 5.002 -2.494 1.409
O 5.215 -3.722 0.936
I 6.858 -1.561 2.242
N 2.879 -1.382 -0.961
C 4.049 -2.044 -1.531
C 3.136 0.089 -1.267
C 2.241 0.985 -2.360
O 4.207 0.791 -0.797
O 1.795 -0.333 0.588
C 0.988 0.062 1.692
C 0.057 1.298 1.054
C -1.459 1.541 1.413
C -2.027 1.561 2.929
O -3.271 0.820 3.176
C -3.738 1.016 4.561
C -2.780 1.057 5.905
O -5.072 1.147 4.789
C 2.018 0.952 2.667
C 1.474 2.068 3.658
C 2.447 3.425 3.427
C 1.703 1.807 5.295
C 0.264 -1.216 2.306
I 0.880 -1.585 4.398
N 0.031 -2.459 1.403
C -0.696 -3.511 2.161
Cl -2.410 -2.992 2.810
C -1.047 -4.976 1.597
C -2.138 -5.786 2.579
P -1.210 -1.753 0.261
O -2.363 -2.878 -0.347
Cl -0.337 -1.165 -1.634
H 2.004 -3.070 -4.194
H 0.283 -3.586 -4.772
H 1.852 -4.748 -5.079
H -0.194 -4.786 -2.810
H 1.432 -5.777 -2.827
H -0.050 -4.096 -0.748
H 1.443 -5.080 -0.280
H 4.061 -0.488 1.446
H 3.355 -1.670 2.665
H 4.076 -3.224 -1.351
H 5.121 -1.614 -1.234
H 4.013 -1.934 -2.720
H 2.272 0.406 -3.378
H 2.758 2.039 -2.575
H 1.161 1.221 -1.992
H 0.051 1.141 -0.135
H 0.625 2.352 1.107
H -2.214 0.850 0.794
H -1.731 2.631 0.988
H -1.196 1.047 3.615
H -2.181 2.669 3.346
H -1.773 1.652 5.718
H -2.454 -0.051 6.156
H -3.318 1.535 6.830
H 2.669 1.532 1.840
H 2.822 0.332 3.234
H 0.414 2.511 3.533
H 2.235 3.816 2.344
H 3.589 3.109 3.520
H 2.179 4.280 4.217
H 1.567 2.891 5.778
H 0.867 1.147 5.777
H 2.800 1.465 5.513
H -0.855 -0.846 2.511
H -0.232 -3.858 3.207
H -1.477 -5.098 0.530
H -0.084 -5.683 1.635
H -3.251 -5.631 2.247
H -1.931 -5.630 3.718
H -1.907 -6.939 2.367
H -3.319 -2.620 -0.179
C 5.493 -1.080 -7.013
S 6.357 -1.525 -5.487
O 5.325 -2.000 -4.507
C 6.803 0.168 -5.028
H 5.089 -1.990 -7.462
H 4.674 -0.391 -6.792
H 6.196 -0.615 -7.708
H 5.902 0.779 -4.931
H 7.463 0.590 -5.790
H 7.328 0.141 -4.070
C -0.522 3.160 -3.638
S -0.194 4.097 -2.126
O -0.711 3.289 -0.973
C -1.399 5.406 -2.456
H 0.101 2.262 -3.633
H -1.574 2.869 -3.677
H -0.268 3.770 -4.508
H -2.397 4.976 -2.569
H -1.116 5.942 -3.365
H -1.397 6.100 -1.613
C -6.194 -2.317 2.460
S -5.770 -2.976 4.091
O -5.245 -4.367 3.894
C -7.475 -3.116 4.682
H -5.272 -2.183 1.890
H -6.847 -3.017 1.933
H -6.692 -1.352 2.575
H -8.048 -3.766 4.016
H -7.930 -2.124 4.722
H -7.460 -3.548 5.685
C -3.877 7.273 -6.036
S -3.276 8.509 -4.860
O -2.113 7.908 -4.128
C -4.711 8.429 -3.760
H -3.116 7.128 -6.806
H -4.058 6.326 -5.523
H -4.798 7.630 -6.502
H -4.840 7.410 -3.389
H -5.604 8.748 -4.301
H -4.540 9.102 -2.917
*
```

Calculated values
* frontier orbital gap: 7.2 eV
* HOMO energy: -10.73 eV

=====

No. 2
Below is a cluster of 2 separate species, CH5O2P in total, with properties calculated with the ωB97M-V functional and the def2-TZVPD basis.

ORCA input file:
```
! wB97M-V def2-TZVPD RIJCOSX def2/J DEFGRID3
* xyz 0 1
C -1.061 0.606 0.149
O 1.005 0.652 -2.569
O 0.804 -0.695 -2.325
P -0.435 -1.118 0.147
H -1.701 0.619 -0.747
H -0.269 1.290 -0.112
H -1.571 0.844 1.209
H 0.209 0.983 -3.188
H 0.824 -0.725 0.503
*
```

Calculated values
* frontier orbital gap (spin up / spin down): 9.4 / 7.2 eV
* HOMO energy (spin up / spin down): -10.13 / -8.23 eV